Record 1
{
  "formula": "C60H43N3O3P2SSr",
  "method": "ωB97M-V/def2-TZVPD",
  "gap_ha": 0.256,
  "lumo_energy_ev": -5.399,
  "largest_force_ev_per_a": 0.3,
  "charge": 2,
  "energy_ev": -103767.864,
  "symbols": ["Sr", "O", "S", "C", "C", "C", "C", "C", "C", "C", "C", "C", "C", "P", "C", "C", "C", "C", "C", "C", "C", "C", "C", "C", "C", "C", "C", "C", "C", "C", "C", "C", "C", "C", "C", "C", "C", "C", "P", "C", "C", "C", "C", "C", "C", "C", "C", "C", "C", "C", "C", "C", "C", "H", "H", "H", "H", "H", "H", "H", "H", "H", "H", "H", "H", "H", "H", "H", "H", "H", "H", "H", "H", "H", "H", "H", "H", "H", "H", "H", "H", "H", "H", "H", "H", "H", "H", "H", "H", "O", "N", "O", "C", "C", "C", "C", "C", "C", "N", "C", "C", "N", "C", "C", "C", "C", "H", "H", "H", "H", "H", "H", "H"],
  "positions_angstrom": [[0.47, 0.05, -0.67], [-0.25, 1.91, 1.82], [-1.06, 0.66, 1.74], [-1.17, -0.02, 3.38], [-1.91, 0.75, 4.27], [-2.14, 0.38, 5.60], [-1.62, -0.82, 6.02], [-1.76, -1.53, 7.34], [-0.85, -2.77, 7.21], [-0.33, -2.73, 5.80], [0.52, -3.56, 5.13], [0.93, -3.19, 3.84], [0.49, -2.05, 3.18], [1.35, -1.63, 1.64], [2.03, -3.15, 0.92], [3.24, -3.72, 1.30], [3.71, -4.87, 0.67], [2.96, -5.46, -0.34], [1.75, -4.91, -0.72], [1.29, -3.76, -0.10], [2.80, -0.65, 2.16], [2.76, 0.12, 3.32], [3.82, 0.97, 3.63], [4.91, 1.06, 2.78], [4.95, 0.31, 1.62], [3.90, -0.54, 1.30], [-0.49, -1.21, 3.82], [-0.81, -1.57, 5.14], [-2.77, 1.04, 1.33], [-3.73, 0.23, 1.91], [-5.11, 0.42, 1.75], [-5.52, 1.51, 1.03], [-6.89, 2.06, 0.79], [-6.68, 3.26, -0.15], [-5.19, 3.35, -0.33], [-4.43, 4.22, -1.06], [-3.05, 3.98, -1.12], [-2.40, 2.95, -0.45], [-0.68, 2.69, -0.99], [0.14, 4.29, -0.94], [0.23, 5.13, -2.05], [0.87, 6.35, -1.95], [1.43, 6.75, -0.74], [1.35, 5.91, 0.37], [0.71, 4.68, 0.27], [-0.79, 2.21, -2.75], [0.39, 2.15, -3.49], [0.42, 1.54, -4.73], [-0.73, 0.97, -5.25], [-1.91, 1.02, -4.53], [-1.94, 1.63, -3.28], [-3.15, 2.09, 0.42], [-4.55, 2.31, 0.38], [-2.36, 1.66, 3.90], [-2.73, 1.01, 6.24], [-2.80, -1.80, 7.50], [-1.47, -0.88, 8.17], [-1.39, -3.70, 7.40], [-0.02, -2.74, 7.91], [0.91, -4.47, 5.58], [1.65, -3.82, 3.35], [3.84, -3.26, 2.08], [4.65, -5.30, 0.98], [3.32, -6.36, -0.82], [1.16, -5.38, -1.50], [0.33, -3.34, -0.40], [1.92, 0.06, 3.99], [3.78, 1.55, 4.54], [5.73, 1.72, 3.03], [5.81, 0.36, 0.96], [3.96, -1.15, 0.41], [-3.41, -0.58, 2.55], [-5.81, -0.25, 2.24], [-7.34, 2.37, 1.74], [-7.56, 1.31, 0.36], [-7.07, 4.19, 0.26], [-7.17, 3.12, -1.12], [-4.86, 5.04, -1.61], [-2.45, 4.62, -1.76], [-0.19, 4.83, -3.00], [0.94, 7.00, -2.81], [1.93, 7.70, -0.66], [1.78, 6.22, 1.31], [0.64, 4.03, 1.13], [1.30, 2.61, -3.10], [1.34, 1.53, -5.31], [-0.71, 0.50, -6.23], [-2.82, 0.59, -4.94], [-2.88, 1.68, -2.73], [0.80, -4.21, -7.01], [1.79, -4.28, -6.31], [2.69, -5.08, -6.41], [1.90, -3.28, -5.22], [3.14, -2.81, -4.98], [3.33, -1.79, -3.99], [4.59, -1.22, -3.75], [4.72, -0.23, -2.82], [3.57, 0.18, -2.13], [2.38, -0.36, -2.31], [2.24, -1.33, -3.24], [0.92, -1.90, -3.47], [-0.10, -1.49, -2.69], [-1.31, -1.97, -2.91], [-1.59, -2.92, -3.90], [-0.56, -3.38, -4.68], [0.74, -2.86, -4.49], [3.98, -3.18, -5.54], [5.45, -1.57, -4.31], [5.67, 0.25, -2.61], [3.64, 0.97, -1.39], [-2.11, -1.60, -2.28], [-2.59, -3.29, -4.03], [-0.74, -4.12, -5.45]],
  "mulliken_charge": [1.30, -0.64, 1.82, -0.75, -0.07, -1.55, 0.38, -0.78, -0.83, 0.20, -1.32, -0.85, 0.55, 0.98, 0.52, 0.14, -0.84, -0.73, -0.65, -0.49, 1.11, -0.53, -0.76, -0.74, -0.86, -0.57, -1.24, 1.01, 0.24, -0.46, -1.32, 0.05, -0.80, -0.77, 0.44, -1.36, 0.34, 0.48, 0.76, 0.27, 0.06, -0.87, -0.55, -0.68, -0.72, 0.76, -0.50, -0.96, -0.56, -0.92, -0.89, -0.73, 0.97, 0.66, 0.50, 0.32, 0.36, 0.38, 0.31, 0.48, 0.36, 0.54, 0.46, 0.46, 0.51, 0.27, 0.30, 0.48, 0.43, 0.48, 0.78, 0.69, 0.48, 0.29, 0.36, 0.36, 0.30, 0.48, 0.37, 0.42, 0.44, 0.41, 0.47, 0.46, 0.59, 0.47, 0.48, 0.51, 0.41, -0.57, 0.96, -0.55, 0.22, -0.88, 1.39, -0.82, -1.15, -1.02, 0.95, -1.39, -0.15, 1.11, -1.02, -1.10, -1.07, 0.93, 0.57, 0.52, 0.54, 0.67, 0.54, 0.51, 0.62]
}

Record 2
{
  "formula": "C60H50As2MgN6S",
  "method": "ωB97M-V/def2-TZVPD",
  "gap_ha": 0.263,
  "lumo_energy_ev": 0.219,
  "largest_force_ev_per_a": 1.5,
  "energy_ev": -209930.461,
  "de_lowest_ev": 0.693,
  "symbols": ["Mg", "S", "C", "C", "C", "C", "C", "C", "As", "C", "C", "C", "C", "C", "C", "C", "C", "C", "C", "C", "C", "H", "H", "H", "H", "H", "H", "H", "H", "H", "H", "H", "H", "H", "H", "C", "C", "C", "C", "C", "C", "As", "C", "C", "C", "C", "C", "C", "C", "C", "C", "C", "C", "C", "H", "H", "H", "H", "H", "H", "H", "H", "H", "H", "H", "H", "H", "H", "H", "N", "C", "C", "C", "C", "C", "C", "C", "C", "C", "C", "C", "C", "C", "H", "H", "H", "H", "H", "H", "H", "H", "H", "H", "C", "C", "N", "C", "C", "N", "C", "N", "N", "N", "C", "C", "C", "C", "C", "C", "H", "H", "H", "H", "H", "H", "H", "H", "H", "H", "H"],
  "positions_angstrom": [[0.96, 0.43, -0.33], [3.18, 1.39, 0.11], [3.38, 2.83, -0.84], [4.69, 3.19, -1.19], [4.94, 4.32, -1.92], [3.89, 5.13, -2.33], [2.59, 4.80, -1.98], [2.32, 3.66, -1.24], [0.46, 3.24, -0.78], [-0.24, 3.21, -2.60], [0.58, 2.90, -3.68], [0.08, 2.88, -4.97], [-1.26, 3.12, -5.20], [-2.11, 3.37, -4.14], [-1.60, 3.41, -2.85], [0.00, 5.10, -0.27], [0.38, 5.47, 1.02], [0.18, 6.75, 1.48], [-0.43, 7.69, 0.66], [-0.82, 7.33, -0.62], [-0.61, 6.04, -1.09], [5.49, 2.54, -0.86], [5.96, 4.59, -2.16], [4.08, 6.03, -2.90], [1.77, 5.43, -2.31], [1.63, 2.69, -3.50], [0.75, 2.67, -5.80], [-1.64, 3.12, -6.22], [-3.16, 3.55, -4.31], [-2.27, 3.63, -2.01], [0.87, 4.73, 1.65], [0.49, 7.03, 2.47], [-0.59, 8.70, 1.01], [-1.30, 8.06, -1.26], [-0.91, 5.78, -2.09], [-6.93, 1.34, -1.45], [-6.32, 0.21, -1.94], [-4.94, 0.07, -1.86], [-4.17, 1.03, -1.24], [-4.79, 2.19, -0.78], [-6.16, 2.35, -0.89], [-2.24, 0.80, -0.83], [-2.54, -0.03, 0.92], [-3.34, 0.58, 1.88], [-3.50, 0.02, 3.13], [-2.86, -1.18, 3.43], [-2.01, -1.76, 2.51], [-1.83, -1.17, 1.27], [-1.94, -0.79, -1.91], [-2.53, -2.02, -1.63], [-2.28, -3.11, -2.44], [-1.44, -2.99, -3.54], [-0.86, -1.77, -3.82], [-1.11, -0.68, -3.02], [-8.01, 1.45, -1.51], [-6.91, -0.58, -2.39], [-4.48, -0.82, -2.28], [-4.19, 2.98, -0.34], [-6.64, 3.25, -0.52], [-3.85, 1.51, 1.64], [-4.11, 0.50, 3.88], [-3.01, -1.65, 4.39], [-1.49, -2.67, 2.75], [-1.12, -1.58, 0.55], [-3.18, -2.12, -0.77], [-2.75, -4.06, -2.22], [-1.25, -3.85, -4.16], [-0.20, -1.68, -4.68], [-0.67, 0.29, -3.25], [0.64, -1.45, -0.68], [1.43, -2.38, -0.93], [2.89, -2.21, -1.18], [3.80, -2.96, -0.44], [5.16, -2.78, -0.60], [5.63, -1.87, -1.54], [4.73, -1.13, -2.29], [3.37, -1.29, -2.11], [1.00, -3.81, -0.96], [1.68, -4.72, -1.77], [1.33, -6.05, -1.78], [0.29, -6.51, -0.99], [-0.40, -5.61, -0.19], [-0.05, -4.28, -0.17], [3.44, -3.68, 0.28], [5.86, -3.35, 0.00], [6.69, -1.74, -1.68], [5.10, -0.42, -3.02], [2.65, -0.73, -2.71], [2.49, -4.36, -2.39], [1.88, -6.74, -2.40], [0.02, -7.56, -0.99], [-1.21, -5.96, 0.44], [-0.58, -3.58, 0.46], [2.30, -1.31, 2.11], [1.34, -0.31, 2.63], [0.60, 0.46, 1.87], [-0.13, 1.26, 2.69], [0.15, 0.95, 3.98], [1.09, -0.05, 3.94], [1.76, -0.60, 5.10], [1.88, -2.03, 5.05], [3.06, -2.61, 4.78], [2.93, -3.85, 4.59], [1.60, -4.17, 4.71], [0.91, -5.37, 4.53], [-0.46, -5.33, 4.71], [-1.13, -4.16, 5.08], [-0.47, -2.96, 5.25], [0.90, -2.98, 5.03], [2.80, -0.89, 1.25], [1.76, -2.19, 1.76], [3.04, -1.61, 2.85], [-0.82, 1.98, 2.28], [-0.23, 1.35, 4.90], [1.19, -0.29, 5.99], [2.79, -0.22, 5.17], [1.43, -6.27, 4.26], [-1.03, -6.23, 4.56], [-2.20, -4.20, 5.23], [-0.97, -2.05, 5.51]],
  "mulliken_charge": [2.95, -0.63, 1.19, -0.83, -0.63, -0.95, -0.13, -0.84, 0.39, 0.98, -0.72, -0.70, -0.72, -0.95, -0.71, 0.48, -0.66, -0.69, -0.52, -0.75, 0.01, 0.48, 0.38, 0.41, 0.37, 0.41, 0.44, 0.40, 0.47, 0.71, 0.36, 0.42, 0.38, 0.43, 0.38, -0.54, -0.74, -0.53, 0.96, -0.77, -0.87, 1.59, 0.39, -0.53, -1.25, -0.53, -0.63, 0.65, 0.20, -0.34, -0.98, -0.70, -0.57, -0.23, 0.39, 0.44, 0.34, 0.45, 0.43, 0.42, 0.41, 0.48, 0.62, -0.82, 0.64, 0.49, 0.39, 0.44, -0.05, 0.15, -0.76, -0.04, 0.09, -1.04, -0.60, -0.78, -0.13, 0.31, -0.17, -0.91, -0.63, -0.85, 0.28, 0.60, 0.41, 0.38, 0.43, 0.38, 0.55, 0.44, 0.42, 0.50, 0.36, -0.14, -0.41, 0.38, -0.88, -1.16, 0.55, -0.99, 0.77, -0.74, -0.57, 0.32, -0.76, -0.59, -0.41, -0.74, 1.15, -0.52, -0.19, 0.80, 0.76, 0.46, 0.37, 0.23, 0.48, 0.41, 0.35, 0.46]
}